No. 1
The following is a quantum chemistry calculation of C39H53MnN5P2 as an isolated structure, from the OMol25 dataset.

For the energy above the lowest of the compared OMol25 structures with the same formula, charge and spin, the calculation gives 31.57 kcal per mole. For the highest occupied orbital energy (alpha / beta), the calculation gives -6.048 / -6.019 eV. The calculation puts the total energy at -3625.1433 a.u. As for the multiplicity: 6. The value obtained for the HOMO-LUMO gap (alpha / beta) is 6.100 / 5.275 eV.

Geometry as XYZ:
```
100
Properties=species:S:1:pos:R:3:forces:R:3:lowdin_spin:R:1
Mn 0.039485 0.105684 -1.224906 -0.6 -0.5 4.7 4.3089
C -1.532063 1.153280 -5.628870 -1.3 -0.2 -0.5 0.0001
C -1.478317 -0.184206 -5.655140 -1.1 0.4 -1.3 0.0004
C -0.631959 -0.991811 -6.611903 -0.1 -0.1 -0.3 0.0012
C 0.734971 -0.358870 -6.999553 0.0 -0.5 -0.6 0.0003
C 1.424997 0.363277 -5.871780 0.8 0.7 -0.6 0.0011
C 1.170774 1.606235 -5.432248 1.8 -0.1 -1.0 0.0004
C 0.360053 2.645566 -6.128989 -0.6 0.4 0.0 -0.0001
C -0.960412 2.080604 -6.661838 0.4 0.3 -0.1 0.0000
C 1.070257 1.287317 0.006720 0.1 1.2 0.2 0.0772
H -2.166881 1.665501 -4.902074 0.1 -0.4 -0.4 0.0000
H -2.320325 -0.748120 -5.215774 0.8 0.5 0.4 0.0001
H -1.182387 -1.208659 -7.550511 0.1 0.1 0.5 0.0001
H -0.438515 -1.970523 -6.146804 -0.1 0.1 -0.2 0.0005
H 1.388997 -1.198168 -7.306068 -0.3 0.4 0.0 0.0000
H 0.611965 0.256231 -7.911994 0.1 -0.1 0.6 0.0000
H 2.343632 -0.149071 -5.538790 -0.8 0.3 0.4 0.0001
H 1.834047 2.037011 -4.683923 -0.3 -0.4 -0.3 -0.0001
H 0.922206 3.137660 -6.952189 0.0 -0.4 0.5 0.0000
H 0.142536 3.431873 -5.395077 -0.1 0.0 -0.2 0.0000
H -1.653674 2.921140 -6.845586 0.1 -0.4 0.2 0.0000
H -0.805845 1.593627 -7.637241 -0.2 0.1 0.5 0.0000
H 0.281011 1.939607 0.427012 0.8 0.1 0.2 0.0274
H 1.839591 1.851237 -0.527112 0.0 0.2 0.7 0.0181
H 1.511983 0.662914 0.808600 -0.3 0.3 -0.4 0.0090
P 1.734698 -0.644687 -2.451639 2.5 0.0 -0.2 0.1310
P -1.841221 -0.769880 -2.158999 -1.2 1.0 0.1 0.0621
N 2.858738 0.617920 -3.030071 -0.4 0.0 0.1 0.0104
N 2.970233 -1.757550 -1.947815 0.1 -0.4 0.2 0.0221
N -2.668740 0.679074 -2.794961 0.0 -0.3 -0.1 0.0127
N -3.184469 -1.714474 -1.689114 -0.1 -0.6 -0.2 -0.0004
C 0.606107 -1.522858 -3.628012 0.5 -0.3 -1.2 0.0356
C -0.865156 -1.912958 -3.254725 -0.3 -0.5 -0.4 0.0253
C 2.678276 1.994958 -2.783916 1.1 0.0 -0.9 0.0097
C 3.764215 2.691570 -3.312480 -0.9 -1.2 0.5 0.0013
C 4.665927 1.719744 -3.863547 -1.1 -1.0 0.4 0.0016
C 4.093352 0.463799 -3.672744 0.0 1.2 0.0 0.0016
C 3.763347 -1.536271 -0.805575 0.4 -0.9 -0.6 0.0036
C 4.547035 -2.662171 -0.593237 -0.9 0.7 -0.7 0.0021
C 4.218265 -3.614615 -1.618286 -0.6 0.8 -0.2 0.0049
C 3.259271 -3.035041 -2.431135 0.5 0.0 0.5 0.0028
C -2.126915 1.966501 -2.575339 -1.4 -0.3 -0.5 0.0374
C -3.066899 2.897756 -2.988752 0.7 -0.7 0.3 0.0023
C -4.209197 2.188810 -3.474924 0.6 -0.8 0.4 0.0033
C -3.949321 0.834376 -3.327580 0.3 0.8 -0.1 0.0003
C -3.942178 -2.494761 -2.572945 -0.4 -0.5 0.7 0.0002
C -4.853188 -3.236661 -1.845487 0.7 0.7 -0.2 -0.0002
C -4.667611 -2.903417 -0.462621 0.9 0.7 -0.4 0.0001
C -3.635721 -1.982467 -0.391636 -0.6 -0.2 -0.3 -0.0004
H 1.144996 -2.417651 -3.974237 -0.5 0.1 -0.1 0.0027
H 0.537095 -0.855092 -4.491228 0.1 -0.1 0.3 0.0028
H -1.452048 -2.064253 -4.166181 0.6 -0.2 0.0 0.0020
H -0.850370 -2.894419 -2.756570 -0.2 0.6 0.1 0.0007
H 1.751013 2.368764 -2.384391 0.1 -0.1 0.1 0.0080
H 3.878683 3.766720 -3.311284 0.0 -0.2 0.1 0.0001
H 5.607190 1.922867 -4.346360 0.0 -0.1 0.1 0.0003
H 4.463559 -0.518703 -3.909489 0.0 0.0 0.0 0.0000
H 3.729020 -0.590794 -0.285657 -0.1 -0.1 0.0 0.0001
H 5.267186 -2.795765 0.198494 -0.1 0.1 0.0 0.0001
H 4.644902 -4.599197 -1.740845 -0.1 0.1 0.0 0.0005
H 2.765122 -3.395639 -3.321316 0.1 -0.1 0.2 0.0001
H -1.134012 2.085241 -2.164636 -0.1 0.1 0.0 0.0281
H -2.937353 3.969275 -2.930459 0.0 -0.1 0.0 -0.0001
H -5.109398 2.636794 -3.862088 -0.1 -0.1 0.0 0.0007
H -4.583084 -0.019242 -3.520108 0.1 0.1 0.0 0.0000
H -3.753019 -2.456866 -3.629781 0.0 0.0 -0.1 0.0001
H -5.572464 -3.936994 -2.246985 0.1 0.1 0.0 0.0000
H -5.225584 -3.296978 0.374962 0.1 0.1 -0.1 0.0000
H -3.192120 -1.457670 0.441604 0.0 -0.1 0.0 -0.0002
C -0.882158 -0.288156 5.573612 0.1 0.0 0.2 -0.0003
C -1.143245 0.055552 4.131576 -0.2 0.1 -0.6 0.0003
C -1.890822 1.191001 3.802853 0.1 0.0 0.1 0.0080
C -2.174556 1.504356 2.466893 0.2 -0.4 0.3 0.0015
C -2.976398 2.736535 2.170798 -0.3 0.2 -0.1 -0.0002
C -1.717478 0.667001 1.450408 0.0 -0.1 0.4 0.0205
C -0.895408 -0.462183 1.729160 0.2 -0.1 -0.1 0.0070
C -0.653930 -0.755155 3.109100 -0.2 0.3 -0.1 0.0072
N -0.365929 -1.169127 0.666758 -0.5 -0.3 -0.8 0.0637
C 0.039907 -2.572481 0.909069 0.1 0.6 0.2 0.0066
C 1.413573 -2.629651 1.584017 0.3 -0.2 0.2 0.0017
C -1.025619 -3.354739 1.680366 0.0 -0.4 0.3 0.0012
C 0.193729 -3.335475 -0.397922 0.1 -0.1 -0.3 0.0062
H -0.287772 0.491849 6.069310 -0.1 -0.1 -0.1 -0.0001
H -1.820947 -0.380147 6.135843 0.2 0.0 -0.1 -0.0001
H -0.337436 -1.234099 5.667667 -0.1 0.2 0.0 0.0000
H -2.261803 1.834533 4.608903 0.1 -0.2 -0.3 0.0006
H -3.954601 2.702889 2.669631 0.2 0.0 -0.1 -0.0001
H -2.465892 3.638600 2.534221 -0.1 -0.2 -0.1 -0.0001
H -3.145151 2.847538 1.097281 0.0 0.0 0.0 0.0000
H -1.999427 0.882725 0.409797 0.2 0.0 0.4 0.0106
H -0.067685 -1.624680 3.396987 -0.2 0.5 -0.1 0.0003
H 1.439836 -2.105224 2.541239 0.1 -0.1 -0.2 0.0001
H 1.692655 -3.678670 1.751450 0.1 0.1 0.0 0.0003
H 2.169762 -2.167146 0.933794 -0.3 -0.2 0.2 0.0001
H -1.996859 -3.246849 1.183038 0.2 -0.1 0.1 0.0001
H -0.743551 -4.415841 1.700034 -0.2 0.1 0.0 0.0004
H -1.138595 -3.034584 2.715691 -0.1 -0.1 -0.2 0.0001
H -0.750140 -3.375184 -0.948665 0.0 0.0 0.2 0.0002
H 0.977143 -2.905519 -1.033899 -0.2 0.0 0.1 0.0035
H 0.494910 -4.371999 -0.183671 0.0 0.3 -0.1 0.0005
```
Forces are in eV/Å.

***

No. 2
The following is a quantum chemistry calculation of C39H53N12O4PS3Tl as an isolated structure, from the OMol25 dataset.

For the energy above the lowest of the compared OMol25 structures with the same formula, charge and spin, the calculation gives 4.69 kcal per mole. Its charge is -2. For the highest occupied orbital energy (alpha / beta), the calculation gives 0.670 / -1.919 eV. The calculation puts the total energy at -4184.0792 a.u. As for the multiplicity: 2. The value obtained for the HOMO-LUMO gap (alpha / beta) is 2.288 / 4.877 eV.

Geometry as XYZ:
```
113
Properties=species:S:1:pos:R:3:forces:R:3:lowdin_spin:R:1
Tl -16.794164 -12.937158 7.147650 -0.2 -0.6 -0.1 0.0001
O -17.656470 -16.059854 6.376148 -0.5 1.3 0.2 0.0001
N -18.953646 -16.170516 6.406550 2.0 -3.4 -2.0 0.0000
C -19.388414 -17.411910 5.884032 -0.9 3.2 0.8 0.0000
C -20.734267 -17.583624 5.884110 -0.4 -2.1 -0.2 0.0000
C -21.642699 -16.672385 6.433281 -0.1 2.1 0.3 0.0000
C -21.159730 -15.458153 6.888119 -0.8 -2.7 -1.3 0.0000
C -19.772283 -15.273255 6.854175 -2.0 2.2 2.0 0.0000
S -19.428391 -13.882715 7.760564 1.8 1.5 0.4 0.0000
H -18.536562 -17.926708 5.483903 -0.2 -0.6 0.0 0.0000
H -21.119381 -18.533998 5.546614 0.0 -0.1 -0.3 0.0000
H -22.724463 -16.737039 6.455671 0.1 -0.9 -0.2 0.0000
H -21.830394 -14.701837 7.277807 0.4 0.0 0.0 0.0000
C -13.295364 -13.575269 6.606349 -0.8 -0.6 -0.1 0.0005
C -13.895519 -14.957659 6.747780 -1.3 -0.7 0.0 0.0001
N -15.156777 -15.187255 7.104061 0.6 1.3 0.3 0.0006
C -15.350194 -16.563365 7.218509 -1.4 1.2 3.6 0.0003
C -14.199271 -17.195291 6.939450 1.1 0.7 -0.3 0.0018
N -13.288072 -16.150158 6.592807 1.6 -2.4 -1.7 0.0044
C -12.217109 -16.419137 5.511794 1.9 0.7 0.9 0.0076
N -10.864720 -16.887804 5.977976 0.3 0.3 0.5 0.0521
N -10.751875 -18.255022 6.507969 -2.8 -0.4 -2.3 0.3579
N -9.659608 -18.402476 7.157904 1.2 2.1 0.8 0.1405
C -9.088168 -17.150726 7.306973 -1.0 -2.0 0.1 0.0225
C -8.188718 -16.802516 8.300445 1.7 0.2 1.4 0.1325
C -8.106349 -15.460983 8.616207 -0.2 1.9 -1.4 0.0147
C -8.641338 -14.476301 7.692026 2.1 0.0 2.4 0.1490
C -9.296474 -14.850662 6.535056 -1.8 -1.0 -0.6 0.0865
C -9.765569 -16.171864 6.576661 -1.5 -0.2 -1.4 0.0006
H -13.983076 -12.941012 7.191636 0.8 0.0 -0.2 0.0000
H -13.344367 -13.244124 5.573244 -0.1 0.1 -0.3 0.0001
H -12.249082 -13.482091 6.898468 -0.2 -0.2 0.4 0.0008
H -16.197450 -16.741941 8.013296 1.6 -0.6 -2.5 0.0001
H -13.876039 -18.228892 7.051428 0.0 0.5 -0.3 0.0008
H -12.050382 -15.422763 5.006184 -0.2 -1.1 0.5 0.0006
H -12.622028 -17.151302 4.760741 0.4 0.6 1.1 0.0005
H -7.580670 -17.545016 8.854580 -0.8 0.4 -0.3 0.0093
H -7.578502 -15.091566 9.503010 -0.1 -0.2 -0.4 -0.0026
H -8.426120 -13.423946 7.895927 -0.1 -0.3 -0.1 0.0128
H -9.587791 -14.161270 5.743514 -0.2 0.0 0.4 0.0050
C -19.447704 -10.214808 0.240403 0.2 1.8 0.6 0.0000
N -19.861100 -9.378476 1.464518 0.8 0.4 -1.3 0.0000
C -19.694109 -7.882775 1.045930 1.2 -3.0 -1.1 0.0000
N -18.346843 -7.618286 0.462214 -0.2 1.0 0.8 0.0000
C -17.951176 -8.520757 -0.627600 0.4 0.2 0.7 0.0000
N -18.088991 -9.916380 -0.300208 -0.8 -1.1 0.5 0.0000
C -17.115781 -10.449856 0.635902 1.7 -0.6 2.3 0.0000
P -17.204430 -9.485777 2.293941 2.1 2.2 1.4 0.0000
C -18.977896 -9.702490 2.599858 1.0 0.5 0.4 0.0000
C -17.330105 -7.522806 1.514903 0.3 -2.3 1.4 0.0000
H -20.213874 -9.987432 -0.528156 0.5 -0.4 0.3 0.0000
H -19.360025 -11.249330 0.523348 -0.8 -0.4 0.1 0.0000
H -19.848962 -7.316594 1.941414 -0.1 0.6 0.2 0.0000
H -20.437162 -7.727004 0.250909 0.1 0.2 0.5 0.0000
H -16.874198 -8.370450 -0.835257 -0.6 0.3 -0.1 0.0000
H -18.560387 -8.326971 -1.515136 0.1 0.1 0.1 0.0000
H -16.047442 -10.619748 0.370956 -0.6 1.1 -0.8 0.0000
H -17.297534 -11.499968 0.938749 -0.8 0.4 -0.3 0.0000
H -19.061219 -9.109828 3.514867 -0.9 0.5 -0.2 0.0000
H -19.016156 -10.699409 3.024286 -0.7 -0.7 -0.5 0.0000
H -16.350467 -7.075308 1.230675 -0.7 -0.6 -0.2 0.0000
H -17.674688 -6.954522 2.402794 0.0 -0.2 -0.6 0.0000
O -12.924171 -2.601609 13.012041 -0.3 0.4 0.6 0.0000
C -14.183884 -3.177156 12.956014 -0.3 -0.4 -1.7 0.0000
O -15.100708 -2.828246 13.675547 1.7 -0.3 -0.5 0.0000
C -14.285213 -4.135318 11.770586 0.2 -1.0 0.5 0.0000
C -13.451932 -5.276977 11.483719 -0.6 1.2 0.2 0.0000
C -13.768150 -6.093423 10.419213 0.8 -0.2 -0.2 0.0000
C -14.851809 -5.892636 9.514821 0.2 0.7 0.5 0.0000
S -15.100494 -7.014705 8.247068 -0.3 0.2 -0.1 0.0000
C -15.607912 -4.705619 9.768141 -0.8 -0.7 -0.3 0.0000
C -15.354282 -3.936823 10.908456 -0.4 0.3 -0.6 0.0000
H -12.493428 -2.638130 12.137186 -0.5 -0.5 0.5 0.0000
H -12.585905 -5.495538 12.105774 -0.1 0.0 -0.1 0.0000
H -13.102837 -6.922799 10.146072 -0.3 0.2 0.4 0.0000
H -16.476196 -4.534917 9.063448 1.1 0.1 1.1 0.0000
H -15.944021 -3.067733 11.166365 -0.5 0.0 -0.3 0.0000
C -13.800138 -11.266347 11.857766 1.6 0.6 -1.0 0.0001
N -14.417241 -12.317387 12.591634 -0.2 0.5 1.3 0.0000
C -14.223165 -13.674194 12.123114 -0.7 -1.0 0.6 0.0001
C -14.702515 -12.003001 13.896361 0.5 -0.3 -0.4 0.0000
S -13.888390 -10.747344 14.681530 -0.7 -0.8 0.7 0.0000
N -15.631737 -12.829461 14.461472 -0.2 0.1 1.1 0.0000
C -16.859035 -13.187088 13.753291 0.5 0.5 -1.2 0.0000
C -15.630391 -12.930602 15.909371 -0.1 0.1 0.3 0.0000
H -12.756758 -11.506922 11.557933 -0.5 -0.1 0.1 0.0002
H -13.705288 -10.344207 12.445831 -0.4 -0.6 -0.4 0.0000
H -14.376586 -11.068187 10.980566 -0.3 0.2 -0.9 0.0000
H -13.179595 -13.865960 11.905531 0.4 0.2 -0.2 0.0002
H -14.803443 -13.869562 11.219634 0.0 0.0 -0.1 0.0000
H -14.519646 -14.457934 12.878427 0.2 1.1 -0.6 0.0000
H -16.491929 -13.461461 12.736195 -1.1 0.2 0.6 0.0000
H -17.587723 -12.329366 13.701030 0.7 -0.7 0.0 0.0000
H -17.369884 -14.038158 14.217404 0.4 0.1 0.0 0.0000
H -14.612476 -13.232861 16.197832 -0.5 0.0 0.3 0.0000
H -16.389375 -13.672117 16.199437 0.4 0.0 0.0 0.0000
H -15.864886 -11.991730 16.442761 0.1 -0.2 -0.4 0.0000
O -16.347975 -9.687661 3.601402 -2.1 0.0 -4.0 0.0000
C -23.446727 -5.556067 9.174382 0.1 0.8 2.5 0.0000
C -24.042999 -6.674421 8.359525 0.0 0.1 -0.3 0.0000
C -23.977867 -8.011690 9.052524 2.2 -1.4 1.3 0.0000
C -25.313433 -6.367025 7.592284 -0.9 0.4 -0.5 0.0000
C -22.995370 -6.832401 7.398308 1.3 -0.6 -1.9 0.0000
N -22.078447 -7.048824 6.740991 -0.1 0.2 -0.2 0.0000
H -23.838343 -5.562618 10.226794 0.0 0.3 -0.9 0.0000
H -23.606773 -4.592017 8.704836 -0.2 0.2 0.0 0.0000
H -22.349688 -5.650134 9.297569 -0.6 -0.2 -0.2 0.0000
H -24.663595 -8.262961 9.850779 -0.4 0.6 0.2 0.0000
H -22.913981 -8.029958 9.494994 -1.6 -0.2 -0.3 0.0000
H -23.978666 -8.878261 8.377045 -0.2 0.5 -0.2 0.0000
H -26.227014 -6.113310 8.168236 0.7 -0.5 0.1 0.0000
H -25.495855 -7.221910 6.929497 -0.3 0.2 0.2 0.0000
H -25.166401 -5.506455 6.925778 0.2 -0.1 0.2 0.0000
```
Forces are in eV/Å.